Entry 1:
C3H3ClOS | ωB97M-V/def2-TZVPD

```
9
Properties=species:S:1:pos:R:3:forces:R:3:lowdin_charge:R:1
O 2.147 1.502 0.038 -0.696 -0.767 0.381 0.0232
C 1.907 0.335 0.099 -3.799 1.380 -0.446 -0.8119
Cl 3.173 -0.786 -0.006 0.548 -1.251 0.099 0.7377
C 0.352 -0.381 0.070 -0.799 1.424 0.234 -0.1066
C -0.961 0.004 0.203 1.115 1.862 -0.147 -0.3825
S -2.770 -0.782 0.008 3.144 0.982 0.071 0.6326
H 0.428 -1.343 -0.258 0.894 -2.774 -0.573 0.0179
H -1.043 1.089 0.391 -0.579 -0.575 0.186 0.0525
H -3.234 0.362 -0.546 0.173 -0.282 0.195 -0.1629
```
Positions in Å, forces in eV/Å.

The frontier orbital gap is 9.630 eV. The calculation puts the highest occupied orbital energy at -9.68 eV. The charge is 0. The SMILES is O=C(Cl)/C=C/S. For the total energy, the calculation gives -28562.2948 eV. The calculation puts the energy above the lowest of the compared OMol25 structures with the same formula, charge and spin at 182.30 kJ/mol. The calculation puts the LUMO energy at -0.05 eV.

Entry 2:
C3H3ClS4 | ωB97M-V/def2-TZVPD

```
11
Properties=species:S:1:pos:R:3:forces:R:3:lowdin_charge:R:1
S -2.301 -0.681 0.666 -0.107 0.311 -0.099 0.6832
C -1.280 0.315 -0.084 0.140 -0.461 0.141 -1.2263
S -1.393 2.073 -0.157 0.408 -0.258 -0.351 0.7801
C 0.008 -0.202 -0.782 -0.205 -0.082 0.187 -0.8902
Cl -0.044 -1.958 -1.196 0.016 0.607 0.318 0.5968
C 1.254 0.119 0.051 0.238 -0.094 -0.117 -1.2475
S 2.334 1.148 -0.566 0.070 0.235 0.123 0.7070
S 1.425 -0.707 1.592 -1.151 -0.538 -0.509 0.7799
H -2.651 2.196 0.270 -0.087 -0.248 0.201 -0.1151
H 0.124 0.310 -1.734 0.025 -0.002 0.094 0.0630
H 2.334 0.086 2.108 0.654 0.531 0.013 -0.1310
```
Positions in Å, forces in eV/Å.

The frontier orbital gap is 7.866 eV. The calculation puts the highest occupied orbital energy at -9.06 eV. The charge is 0. The SMILES is S=C(S)C(Cl)C(=S)S. For the total energy, the calculation gives -59021.9031 eV. The calculation puts the energy above the lowest of the compared OMol25 structures with the same formula, charge and spin at 0.00 kJ/mol. The calculation puts the LUMO energy at -1.19 eV.

Entry 3:
C3H3CoLi2O3 | ωB97M-V/def2-TZVPD

```
12
Properties=species:S:1:pos:R:3:forces:R:3:lowdin_charge:R:1
O -2.001 0.339 -0.287 3.888 0.528 0.413 -0.0305
Li -3.207 -0.046 0.977 -0.784 0.116 0.034 0.8779
C -0.744 0.225 -0.110 -4.088 -3.764 0.966 -0.4124
O -0.054 -0.569 -1.015 -0.599 1.387 1.076 -0.1459
C 1.115 0.156 -1.568 0.067 -0.067 0.170 -0.0913
H 0.735 0.811 -2.368 0.265 0.085 0.566 0.0940
H 1.734 -0.615 -2.051 0.000 0.355 0.468 0.0883
Co 1.672 0.914 0.275 1.413 0.593 -1.171 1.0880
C -0.276 0.067 1.460 1.604 2.400 -2.056 -0.1416
O 1.029 -0.247 1.656 -1.568 -0.258 -0.251 -0.3056
Li 0.637 -1.903 0.906 0.250 -0.726 -0.265 0.8442
H -0.641 0.869 2.124 -0.447 -0.651 0.049 0.1349
```
Positions in Å, forces in eV/Å.

The frontier orbital gap (alpha / beta) is 9.004 / 7.959 eV. The calculation puts the highest occupied orbital energy (alpha / beta) at -17.80 / -18.50 eV. The charge is +2. For the total energy, the calculation gives -47319.3967 eV. The calculation puts the energy above the lowest of the compared OMol25 structures with the same formula, charge and spin at 0.00 kJ/mol. As for the multiplicity: 5. Its expectation value of S² is 6.02. The calculation puts the LUMO energy (alpha / beta) at -8.79 / -10.54 eV.

Entry 4:
C3H3CoO2 | ωB97M-V/def2-TZVPD

```
9
Properties=species:S:1:pos:R:3:forces:R:3:lowdin_charge:R:1
O -0.561 -1.088 0.760 -0.478 -1.075 -0.022 -0.1165
O -0.075 1.016 0.665 3.288 0.125 -0.204 -0.1630
C -1.065 -0.576 -0.416 1.523 1.301 -0.123 -0.1015
C -0.420 0.614 -0.629 -4.030 -0.503 0.612 -0.1680
C 0.327 -0.157 1.298 -0.577 0.424 0.536 -0.3491
H -1.966 -1.013 -0.832 0.727 -0.330 -0.307 0.1239
H 2.023 0.171 -0.546 1.290 -0.265 0.449 -0.0608
Co 2.474 -0.383 0.996 -2.161 0.686 -1.001 0.7194
H -0.738 1.416 -1.295 0.418 -0.362 0.060 0.1156
```
Positions in Å, forces in eV/Å.

The frontier orbital gap (alpha / beta) is 4.376 / 6.980 eV. The calculation puts the highest occupied orbital energy (alpha / beta) at -5.52 / -8.35 eV. The charge is 0. For the total energy, the calculation gives -44872.8624 eV. The calculation puts the energy above the lowest of the compared OMol25 structures with the same formula, charge and spin at 351.75 kJ/mol. As for the multiplicity: 5. Its expectation value of S² is 6.01. The calculation puts the LUMO energy (alpha / beta) at -1.15 / -1.37 eV.

Entry 5:
C3H3CoO2 | ωB97M-V/def2-TZVPD

```
9
Properties=species:S:1:pos:R:3:forces:R:3:lowdin_charge:R:1
C 2.482 0.362 0.206 -2.399 -0.211 -2.112 0.6010
C 1.104 0.777 0.022 0.816 1.396 1.092 -0.0844
H 2.747 -0.281 -0.660 1.463 -0.462 0.972 0.1476
H 1.356 1.212 -0.990 0.009 0.282 0.080 0.2007
H 0.706 1.565 0.674 0.209 -0.149 -0.059 0.1553
O 0.602 -1.508 -0.208 -1.314 2.214 -0.509 0.1890
C 0.126 -0.381 -0.212 3.497 -3.881 0.876 -0.5489
Co -2.445 0.709 -0.871 -1.831 0.657 -0.756 1.4285
O -1.129 -0.109 -0.173 -0.450 0.154 0.415 -0.0887
```
Positions in Å, forces in eV/Å.

The frontier orbital gap (alpha / beta) is 8.025 / 7.169 eV. The calculation puts the highest occupied orbital energy (alpha / beta) at -19.87 / -19.80 eV. The charge is +2. For the total energy, the calculation gives -44854.1977 eV. The calculation puts the energy above the lowest of the compared OMol25 structures with the same formula, charge and spin at 269.73 kJ/mol. As for the multiplicity: 5. Its expectation value of S² is 6.01. The calculation puts the LUMO energy (alpha / beta) at -11.85 / -12.63 eV.

Entry 6:
C3H3CrLiO2 | ωB97M-V/def2-TZVPD

```
10
Properties=species:S:1:pos:R:3:forces:R:3:lowdin_charge:R:1
H 0.604 -2.391 0.543 -0.524 0.303 -0.171 0.1431
O -0.976 1.052 -0.144 -2.174 -1.680 0.966 -0.4283
C -0.028 0.637 0.672 7.020 4.632 -0.634 -0.2938
C 0.991 -0.207 0.369 -4.078 -3.722 -1.602 -0.0460
C 0.239 -1.490 -0.008 3.728 -0.824 -0.471 -0.1918
O -0.629 -1.626 -0.859 0.223 -0.888 0.854 -0.0592
Li -1.551 -0.342 -1.257 -1.149 1.333 -0.642 0.7216
Cr -1.379 2.861 -0.565 -0.250 1.072 -0.025 0.8756
H 1.996 0.103 0.096 0.274 -0.700 1.630 0.1328
H 0.733 1.402 1.153 -3.071 0.474 0.095 0.1460
```
Positions in Å, forces in eV/Å.

The frontier orbital gap (alpha / beta) is 7.645 / 8.245 eV. The calculation puts the highest occupied orbital energy (alpha / beta) at -12.27 / -12.74 eV. The charge is +1. For the total energy, the calculation gives -35870.7548 eV. As for the multiplicity: 6. Its expectation value of S² is 8.76. The calculation puts the LUMO energy (alpha / beta) at -4.63 / -4.49 eV.

Entry 7:
C3H3CuO2 | ωB97M-V/def2-TZVPD

```
9
Properties=species:S:1:pos:R:3:forces:R:3:lowdin_charge:R:1
H 0.460 0.077 1.854 0.142 0.949 -1.887 -0.0110
O 0.725 0.160 -1.448 -0.723 -0.830 -1.995 -0.4668
O -2.265 -0.899 0.013 0.435 1.370 -0.540 -0.1781
C 0.035 -0.381 -0.354 2.380 1.260 -0.238 -0.7921
C 0.762 0.455 0.697 -1.021 -1.152 3.998 -0.2669
C -1.471 -0.017 -0.363 -0.762 -1.197 0.526 -0.3495
H 0.156 -1.493 -0.279 -0.241 0.319 0.019 0.0958
H 1.832 0.166 0.731 -0.283 0.350 -0.636 -0.0499
Cu -0.234 1.932 -0.851 0.074 -1.069 0.753 0.0185
```
Positions in Å, forces in eV/Å.

The frontier orbital gap (alpha / beta) is 4.517 / 4.518 eV. The calculation puts the highest occupied orbital energy (alpha / beta) at 2.17 / 2.17 eV. The charge is -2. For the total energy, the calculation gives -51886.6063 eV. The calculation puts the energy above the lowest of the compared OMol25 structures with the same formula, charge and spin at 0.00 kJ/mol. The calculation puts the LUMO energy (alpha / beta) at 6.69 / 6.69 eV.

Entry 8:
C3H3ErO | ωB97M-V/def2-TZVPD

```
8
Properties=species:S:1:pos:R:3:forces:R:3:lowdin_charge:R:1
C 0.124 -0.182 -0.964 1.435 -0.656 0.699 -0.2302
C -0.927 -0.618 0.058 0.676 -0.618 0.193 -0.1548
C -0.146 0.653 0.149 0.777 0.533 -1.171 -0.1926
H -0.787 -1.415 0.800 0.210 0.126 -0.551 0.1027
H -1.967 -0.579 -0.296 0.260 0.447 0.365 0.1153
H -0.602 1.646 0.216 0.967 -0.181 0.362 0.1342
O 1.735 0.816 0.852 0.114 -2.485 -3.513 -0.5659
Er 2.570 -0.320 -0.815 -4.439 2.835 3.616 1.7913
```
Positions in Å, forces in eV/Å.

The frontier orbital gap (alpha / beta) is 5.809 / 7.105 eV. The calculation puts the highest occupied orbital energy (alpha / beta) at -12.19 / -13.45 eV. The charge is +1. For the total energy, the calculation gives -32813.5432 eV. The calculation puts the energy above the lowest of the compared OMol25 structures with the same formula, charge and spin at 40.95 kJ/mol. As for the multiplicity: 5. Its expectation value of S² is 6.03. The calculation puts the LUMO energy (alpha / beta) at -6.38 / -6.35 eV.

Entry 9:
C3H3F2NO | ωB97M-V/def2-TZVPD

```
10
Properties=species:S:1:pos:R:3:forces:R:3:lowdin_charge:R:1
C 2.011 0.450 -0.878 0.085 0.420 -0.121 -0.0877
C -0.058 1.067 0.001 0.470 -1.360 -1.317 -0.1243
C -0.177 0.030 -1.053 -2.169 1.153 1.648 -0.2606
N -0.039 -0.896 -1.685 -0.938 -2.024 -1.649 0.1708
O 1.350 1.186 0.036 3.269 0.560 0.279 -0.0380
F 3.312 0.587 -0.791 -0.519 0.982 1.266 0.0832
F -2.771 -2.064 1.700 0.281 -4.676 1.187 -0.1926
H -0.515 2.007 -0.246 -0.085 0.401 -0.186 0.1241
H -0.399 0.715 0.965 -0.134 -0.167 0.082 0.1325
H -2.713 -3.083 1.951 -0.262 4.710 -1.191 0.1925
```
Positions in Å, forces in eV/Å.

The frontier orbital gap is 9.882 eV. The calculation puts the highest occupied orbital energy at -9.32 eV. The charge is 0. For the total energy, the calculation gives -12127.8378 eV. The calculation puts the energy above the lowest of the compared OMol25 structures with the same formula, charge and spin at 361.47 kJ/mol. The calculation puts the LUMO energy at 0.56 eV.

Entry 10:
C3H3F3O | ωB97M-V/def2-TZVPD

```
10
Properties=species:S:1:pos:R:3:forces:R:3:lowdin_charge:R:1
C -1.698 1.129 -0.553 1.775 0.418 0.462 -0.2304
C 1.087 -0.275 0.832 0.936 -0.025 -0.059 -0.0048
C 0.563 -0.623 -0.511 -1.402 0.249 -0.590 -0.4239
O -1.586 2.226 -0.103 -1.263 -2.114 -0.935 0.0973
F -2.775 0.384 -0.924 0.246 1.192 0.441 0.0467
F 1.168 -0.579 -1.677 1.047 0.732 0.216 0.1259
F -0.142 -1.721 -0.522 -0.931 -1.212 0.255 0.1083
H 0.843 -1.138 1.510 0.907 0.644 -0.638 0.1090
H 0.383 0.478 1.133 0.215 0.835 0.608 0.0513
H 2.158 0.120 0.815 -1.531 -0.719 0.241 0.1207
```
Positions in Å, forces in eV/Å.

The frontier orbital gap (alpha / beta) is 9.932 / 7.330 eV. The calculation puts the highest occupied orbital energy (alpha / beta) at -9.53 / -8.30 eV. The charge is 0. For the total energy, the calculation gives -13355.6769 eV. The calculation puts the energy above the lowest of the compared OMol25 structures with the same formula, charge and spin at 363.96 kJ/mol. The calculation puts the LUMO energy (alpha / beta) at 0.41 / -0.97 eV.

Which of these has the lowest charge?
C3H3CuO2